This record from the OMol25 dataset describes 2 unconnected molecules or ions with the total composition C4H9ClSi in a non-equilibrium geometry. The level of theory is the ωB97M-V functional and the def2-TZVPD basis.

Last column: Löwdin spin population.
Cartesian coordinates (Å):
Cl: 3.51581 -1.31480 -0.02320  0.0118
Si: -1.05428 -0.65735 0.85506  1.4455
C: -3.14327 -0.22441 -0.96439  0.0393
C: -2.93050 -0.17305 0.56919  0.2641
C: 3.89824 0.24548 -0.62803  0.0007
C: 4.44303 1.02195 0.27337  0.0003
H: 4.61811 2.02365 0.08834  0.0000
H: 3.71865 0.27513 -1.67455  0.0000
H: -2.93560 -1.11868 -1.37204  0.0123
H: -1.06254 -1.28792 2.19861  0.1817
H: -2.53273 0.42436 -1.42435  0.0071
H: -3.64674 -0.83266 1.02105  0.0180
H: 4.46647 0.79794 1.29061  0.0000
H: -3.26078 0.78519 0.99971  0.0182
H: -4.09386 0.03516 -1.20937  0.0009

Gap between HOMO and LUMO (alpha / beta) = 7.84 / 8.02 eV
ΔE to the lowest compared entry with this formula, charge and spin = 1.062 eV
2S+1 = 3
Maximum force = 3.89 eV/A
E = -24688.71090 eV

---

This record from the OMol25 dataset describes 11 unconnected molecules or ions with the total composition C44H77Cl21F6N4O5S in a non-equilibrium geometry. The level of theory is the ωB97M-V functional and the def2-TZVPD basis.

Last column: Löwdin charge in e.
Cartesian coordinates (Å):
Cl: -0.24655 6.77848 10.74306  0.5293
Cl: -1.84862 -3.56443 -9.86036  0.5371
Cl: -3.54422 4.28223 9.42952  0.5597
Cl: -5.31161 -3.45542 -4.72426  0.5922
Cl: -5.49724 -2.63457 6.95321  0.5377
Cl: -2.19537 -2.47729 5.23364  0.5332
Cl: 3.56341 0.24577 -9.45653  0.5446
Cl: -1.36466 3.94858 6.84430  0.6330
Cl: -2.30885 -0.29631 7.85946  0.5900
Cl: 4.55308 7.58842 7.16235  0.5454
Cl: -5.63059 0.75995 6.88113  0.5546
Cl: -1.35334 8.00095 4.57566  0.5507
Cl: -3.17456 -2.16547 -6.98571  0.5303
Cl: -0.29131 -0.59627 -9.29353  0.5341
Cl: 0.66502 5.62041 3.18502  0.6435
Cl: -6.20994 0.60625 3.86786  0.5189
Cl: 1.68779 5.85739 7.76233  0.5991
Cl: -3.97563 0.44057 1.31495  0.6243
Cl: -1.35984 8.19036 13.63947  0.5334
Cl: 3.59235 -0.08377 0.39538  0.7638
Cl: 3.85811 -2.14396 -11.86884  0.5481
S: -1.75606 2.39166 -1.93631  0.9823
F: 3.95894 -1.97515 -4.10844  0.1930
F: 3.81028 -4.09359 -4.23214  0.1594
F: 4.70068 -0.60639 -1.81052  0.0505
F: 5.25338 -3.26768 -2.91295  0.1762
F: 3.28689 -4.24725 -1.52516  0.1504
F: 1.82506 -3.61519 -2.93731  0.1440
O: 9.76992 -3.88774 -2.30904  0.0564
O: -1.01608 3.81202 0.20270  0.0189
O: 4.82524 -2.30006 -0.32025  -0.0701
O: 2.21913 -0.81689 -2.17228  -0.0240
O: -0.03686 -1.70383 -2.29588  -0.0814
N: -2.35261 3.22807 1.80370  0.0385
N: 8.02576 -3.42864 -3.65788  0.1378
N: -0.29511 2.70991 -5.48936  -0.0003
N: -2.69461 2.50096 0.71110  -0.1081
C: 0.38018 -2.01318 -10.14170  -0.6743
C: -1.17648 0.63052 -1.90744  -0.3979
C: 0.89951 -0.75196 -2.71739  -0.4290
C: -1.46738 -0.85350 5.31064  -0.6483
C: 3.26804 5.18175 7.29251  -0.6277
C: 4.66112 -0.55164 -11.83039  -0.6551
C: 7.24591 -2.03012 -0.96182  -0.1555
C: -1.34962 4.00992 1.50174  -0.1800
C: -0.82424 -2.34959 -3.27367  -0.1657
C: -3.87526 3.53973 7.83893  -0.6605
C: -6.47653 -0.12311 2.26417  -0.6557
C: -2.08575 8.35035 12.01910  -0.6654
C: -0.97325 -0.51667 6.69758  -0.6218
C: -2.35005 -4.29199 -3.62285  -0.1118
C: 1.09889 -0.63600 -4.26937  -0.0839
C: -6.78032 -0.33984 7.68302  -0.6220
C: -2.67104 2.81407 7.29290  -0.6803
C: -5.70058 -3.00183 -6.40188  -0.6469
C: -5.22512 -0.77229 1.72731  -0.6490
C: -1.87330 2.87628 -0.24365  -0.6583
C: 7.73868 -3.49868 -1.11995  -0.0983
C: -1.65983 -5.47697 -1.13596  -0.0824
C: -0.75505 6.51009 5.35516  -0.7340
C: -0.67072 -2.75714 -10.92744  -0.6522
C: -1.13963 -4.02460 -1.30395  -0.3434
C: 6.12619 -1.85461 0.08181  -0.1698
C: -6.09839 -1.56368 8.24101  -0.6610
C: 8.59114 -3.61846 -2.39035  -0.5168
C: -1.93949 7.09098 11.20194  -0.6866
C: 2.91981 -3.18571 -2.26964  -0.3302
C: 4.03268 -3.07522 -3.37803  -0.5340
C: 0.63409 6.14748 4.89691  -0.6783
C: 0.69875 1.61692 -5.44096  -0.2719
C: 0.07891 0.24683 -5.03538  -0.1655
C: 2.11598 -3.11699 0.79412  0.0427
C: -1.61336 -3.25635 -0.02410  -0.0633
C: 2.64568 -1.91052 -1.43454  -0.2944
C: 4.41593 5.96381 7.87965  -0.6597
C: 4.04674 -1.34534 -0.86665  -0.7337
C: -4.53613 -3.26410 -7.32351  -0.6645
C: -1.78552 -3.34140 -2.54819  -0.2872
C: 0.34662 0.62941 -2.17464  -0.1250
C: 5.01077 -0.12354 -10.42664  -0.6637
C: 1.82471 -2.20890 -0.15323  -0.1247
H: 7.47368 -2.58230 -3.72482  0.0757
H: 8.09479 -1.40981 -0.64065  0.1291
H: -1.78254 0.13681 -2.66931  0.0607
H: -5.45750 -1.31668 0.81176  0.0680
H: -4.17656 -4.28713 -7.23349  0.0715
H: 0.81461 0.73081 -1.17935  0.1190
H: 6.15675 -0.82028 0.44172  0.1055
H: -2.26382 2.10247 8.00580  -0.0071
H: -2.20804 -0.13587 4.96155  0.0673
H: -1.04434 2.50764 -4.83541  0.0239
H: -1.84400 -2.20396 -0.22628  0.0618
H: 5.35312 5.44700 7.67725  0.0733
H: 2.06931 -0.12993 -4.38523  0.1193
H: 3.29377 4.15565 7.65701  0.0783
H: -4.80147 -1.47455 2.44444  0.0604
H: -2.54695 -3.71357 0.34358  0.0781
H: -1.67066 -5.10667 -3.90202  0.0858
H: -0.87667 -3.37207 0.78166  0.0599
H: 3.11788 -3.30771 1.17956  0.0732
H: -5.25879 -1.29826 8.88023  0.0571
H: -0.90289 0.35709 -4.56606  0.0897
H: -1.38664 0.20923 -0.91950  0.0765
H: 1.24497 1.52877 -6.39159  0.1064
H: -1.32432 -5.85958 -0.16005  0.0808
H: -3.14197 8.57185 12.16594  0.0718
H: -0.10953 -0.26281 -5.99605  0.0969
H: 0.92986 -1.59091 -0.03770  0.1176
H: -4.20945 4.32451 7.16316  0.0763
H: -0.04532 -3.99563 -1.32283  0.1089
H: 4.31141 6.07682 8.95615  0.0697
H: 8.36624 -3.79380 -0.27362  0.1209
H: 0.16130 3.52946 -5.10250  0.0623
H: 1.00978 5.31787 5.48066  -0.0084
H: 0.85370 -2.65458 -9.40187  0.0725
H: -7.26137 -0.86945 2.38242  0.0697
H: -0.63107 -0.84829 4.61292  0.0742
H: -0.31439 -1.28968 7.08609  0.0690
H: -7.54934 -0.60505 6.96036  0.0700
H: -3.28225 -4.74200 -3.25869  0.0515
H: 8.74796 -3.42036 -4.36650  0.1006
H: 5.61030 0.78524 -10.45956  0.0725
H: 1.26176 -1.62169 -4.72563  0.1141
H: -1.47726 -1.67885 -3.85304  0.1193
H: -6.84081 0.65319 1.59426  0.0667
H: 1.46529 1.88347 -4.68848  0.0959
H: -1.31960 -6.14043 -1.93761  0.0719
H: 6.85026 -4.14355 -1.15886  0.1181
H: -5.98738 -1.95282 -6.41139  0.0688
H: -0.25008 -2.96233 -3.98630  0.1276
H: 4.00416 0.16749 -12.31405  0.0696
H: -0.20045 -3.53381 -11.52908  0.0725
H: -4.69136 2.84161 7.98140  -0.0021
H: 6.93710 -1.66920 -1.95093  0.0928
H: 6.40345 -2.48243 0.94255  0.1393
H: -7.24786 0.22442 8.48901  0.0758
H: -1.46252 5.71895 5.14845  0.0038
H: -0.81691 4.75035 2.12319  -0.0121
H: -1.62169 9.20130 11.52581  0.0677
H: 3.31602 5.15946 6.20433  0.0691
H: 1.32195 6.98292 5.00606  0.0676
H: -2.62104 -3.72675 -4.52428  0.0146
H: -2.75873 -5.46204 -1.10626  0.0796
H: -0.74920 6.69463 6.42717  0.0369
H: 0.71388 1.48296 -2.75018  0.0966
H: -2.63656 -2.72877 -2.20306  0.1373
H: -2.50509 7.18535 10.27590  0.0574
H: 1.15125 -1.64264 -10.81566  0.0246
H: -0.42103 0.42344 6.67240  0.0724
H: 5.57960 -0.89018 -9.90552  0.0682
H: 5.56922 -0.64157 -12.42473  0.0723
H: -6.56210 -3.59487 -6.70605  0.0729
H: -1.21843 -2.09355 -11.59263  0.0693
H: -2.93876 2.26939 6.38806  0.0569
H: -2.30836 6.22069 11.73995  0.0581
H: 1.30009 -3.70175 1.23010  0.0646
H: -6.80829 -2.14257 8.83059  0.0726
H: -4.83471 -3.09630 -8.35792  0.0695

Gap between HOMO and LUMO = 9.18 eV
SMILES = C=C[C@](O[C@](CCCN)(CCSc1nnco1)OC[C@@H](C)C(C)C)(C(F)(F)C(F)(F)F)[C@@](F)(Cl)OCCCC(N)=O.ClCCCl.ClCCCl.ClCCCl.ClCCCl.ClCCCl.ClCCCl.ClCCCl.ClCCCl.ClCCCl.ClCCCl
Maximum force = 3.41 eV/A
E = -353184.70931 eV

---

This record from the OMol25 dataset describes 4 unconnected molecules or ions with the total composition C3H15N2O3 in a non-equilibrium geometry. The level of theory is the ωB97M-V functional and the def2-TZVPD basis.

Last column: Löwdin charge in e.
Cartesian coordinates (Å):
O: 0.73291 1.96240 0.92164  -0.0470
O: 2.96487 1.20160 -1.30593  -0.0485
O: 2.68230 -0.24424 0.85790  -0.0714
N: 0.26194 -1.15252 1.59020  0.2002
N: -1.91116 -0.95351 0.81329  0.0684
C: -0.60474 -0.77077 0.69311  -0.1492
C: -2.28286 0.00339 -1.54019  -0.0973
C: -2.79265 -0.82859 -0.38598  -0.2148
H: 0.06501 -1.80974 2.31561  0.1367
H: -1.26381 -0.30820 -1.90461  0.0877
H: 3.45242 1.99462 -0.98986  0.0970
H: -2.40512 -0.88829 1.68182  0.1578
H: -2.99653 -0.05678 -2.38119  0.0982
H: 3.58429 -0.46284 1.12862  0.0889
H: -0.34639 -0.27232 -0.28959  0.1481
H: -2.30718 1.05604 -1.34984  0.0769
H: 3.56319 0.50365 -1.59265  0.0617
H: 1.56475 1.53216 0.73064  -0.0213
H: -3.10205 -1.87077 -0.70822  0.1365
H: 0.84307 2.86143 0.59401  0.0533
H: 1.24630 -0.87446 1.42111  0.0684
H: -3.82116 -0.49343 -0.18623  0.1243
H: 2.87261 -0.12883 -0.11364  0.0453

Gap between HOMO and LUMO = 11.27 eV
ΔE to the lowest compared entry with this formula, charge and spin = 1.029 eV
Net charge = +1
Maximum force = 2.19 eV/A
E = -12470.80642 eV

---

This record from the OMol25 dataset describes a molecular structure, C10H44B3F3HgN2O6S in a non-equilibrium geometry. The level of theory is the ωB97M-V functional and the def2-TZVPD basis.

Last column: Löwdin charge in e.
Cartesian coordinates (Å):
Hg: -30.08826 -5.36568 14.24506  1.0528
S: -33.72940 -4.84014 14.81308  0.5424
F: -33.84052 -6.16751 17.12772  0.1579
F: -34.34359 -7.39474 15.42373  0.1225
F: -35.75209 -5.92071 16.09563  0.1325
O: -33.64721 -4.24008 10.89970  -0.1284
O: -33.97237 -3.56515 15.46263  -0.2875
O: -27.82745 -5.10961 14.74393  -0.1632
O: -32.30842 -5.21177 14.75241  -0.4182
O: -29.21625 -5.49838 9.61568  -0.1058
O: -34.38943 -4.99409 13.52279  -0.3262
N: -31.02467 -3.29432 10.67746  0.2601
N: -31.08533 -9.42989 12.88741  0.2665
C: -26.77494 -4.30368 14.20746  -0.4626
C: -25.52196 -5.19432 14.05133  -0.0417
C: -27.42675 -5.16371 8.07642  -0.0602
C: -27.26352 -6.96030 9.88535  -0.0384
C: -35.86023 -4.95789 10.57197  -0.0527
C: -28.15616 -6.15860 8.92817  -0.4799
C: -26.60765 -2.99539 14.97000  -0.0291
C: -34.45458 -6.17955 15.96287  -0.6703
C: -34.41233 -5.26544 10.19838  -0.4218
C: -33.80126 -6.59810 10.63047  -0.0457
B: -30.38912 -6.53775 12.11720  -0.4660
B: -29.89602 -7.58785 15.50175  -0.4133
B: -30.16904 -3.12080 13.43880  -0.4538
H: -34.53792 -7.38766 10.43960  0.0786
H: -31.24999 -3.43320 13.16467  -0.0214
H: -27.81601 -7.27293 10.77003  0.0583
H: -29.02935 -7.29720 14.78612  -0.0418
H: -30.75669 -2.99559 11.64518  0.0153
H: -29.55876 -5.99357 10.39354  -0.0052
H: -27.60577 -2.64430 15.21667  0.0778
H: -31.01297 -6.89272 13.02289  -0.0257
H: -30.82100 -9.40854 13.88403  0.0924
H: -34.29017 -4.98607 9.14968  0.1335
H: -26.07939 -3.17491 15.91305  0.0835
H: -29.38985 -3.80382 12.91876  -0.0202
H: -32.07551 -9.66046 12.83395  0.1505
H: -36.14622 -3.97787 10.18454  0.0796
H: -29.32830 -6.17814 12.40776  0.0024
H: -32.90132 -6.80042 10.05358  0.0738
H: -35.99732 -4.93152 11.65247  0.0719
H: -30.40802 -10.05915 12.45825  0.1476
H: -26.84175 -7.84639 9.40904  0.0792
H: -26.41054 -6.37172 10.23524  0.0762
H: -28.05489 -4.46023 7.52817  0.0783
H: -30.35817 -6.68651 16.08163  -0.0198
H: -24.68605 -4.56611 13.73096  0.0801
H: -28.65048 -6.92531 8.31441  0.1332
H: -30.97199 -5.77147 11.49298  -0.0069
H: -27.53111 -5.49034 15.58218  0.1127
H: -33.62471 -6.60601 11.70502  0.0678
H: -26.81560 -5.76108 7.39537  0.0861
H: -31.26691 -2.51018 10.07455  0.1414
H: -30.15239 -2.06624 12.96549  0.0140
H: -30.21068 -7.50566 11.50340  0.0114
H: -30.94150 -8.48620 12.45086  0.0359
H: -33.85647 -4.34276 11.84970  0.0492
H: -25.55551 -5.98937 13.30481  0.0720
H: -26.76725 -4.47812 8.61695  0.0817
H: -30.11180 -3.05248 14.59472  0.0052
H: -30.77855 -8.14517 14.99801  -0.0577
H: -30.26118 -3.77426 10.18122  0.1062
H: -27.06736 -4.08695 13.17762  0.1287
H: -25.92845 -2.36912 14.39391  0.0862
H: -31.86422 -3.89665 10.79809  0.0843
H: -29.42965 -8.28095 16.30161  -0.0261
H: -36.56325 -5.60995 10.04288  0.0790
H: -25.25994 -5.70604 14.98156  0.0807

Gap between HOMO and LUMO = 8.99 eV
Maximum force = 1.99 eV/A
E = -51534.76951 eV

---

What is the maximum force in the fourth record? 1.99 eV/A

---

What is the formula in the second record? C44H77Cl21F6N4O5S

---

Which of these has the lowest E? C44H77Cl21F6N4O5S